Molecular formula: C38H48BrF4OOsPSi
Method: DFT, the ωB97M-V functional and the def2-TZVPD basis

Structure (XYZ):
```
95
Properties=species:S:1:pos:R:3:forces:R:3
Os 0.481 0.496 0.255 -0.18 -0.36 0.11
C 0.841 2.621 0.820 0.05 0.09 0.03
C 1.687 2.388 -0.332 0.09 0.28 -0.09
C 0.788 2.331 -1.482 0.08 -0.09 0.12
C -0.531 2.512 -0.981 -0.02 -0.05 0.01
C -0.518 2.675 0.430 0.07 -0.02 0.03
C -1.696 3.052 1.289 -0.01 0.04 0.03
C -2.939 2.272 0.857 0.00 0.02 -0.02
C -1.929 4.556 1.038 0.01 -0.01 -0.01
C -1.384 2.839 2.772 0.02 -0.03 -0.04
C 1.036 2.208 -2.984 0.02 0.08 -0.03
C -0.282 2.353 -3.759 0.00 0.01 -0.01
C 1.947 3.350 -3.466 0.00 -0.02 0.00
C 1.631 0.845 -3.345 -0.03 0.00 -0.01
C 3.198 2.614 -0.168 0.01 -0.04 -0.02
C 3.453 4.114 -0.407 0.00 0.02 -0.01
C 4.091 1.769 -1.075 -0.05 -0.03 -0.01
C 3.611 2.323 1.287 -0.04 0.05 -0.01
H 1.204 2.793 1.821 -0.01 0.02 0.01
H -1.423 2.505 -1.586 0.01 0.01 0.02
H -3.243 2.536 -0.158 0.01 0.00 0.01
H -3.775 2.511 1.514 -0.01 0.00 0.00
H -2.767 1.197 0.904 -0.01 -0.01 0.00
H -2.158 4.754 -0.011 0.00 0.00 0.01
H -1.056 5.146 1.321 0.00 0.00 0.00
H -2.775 4.892 1.638 0.00 0.00 0.00
H -1.093 1.808 2.984 -0.02 0.04 0.00
H -2.265 3.076 3.369 -0.01 -0.01 0.00
H -0.584 3.501 3.107 0.00 0.00 0.01
H -0.744 3.329 -3.604 0.00 0.00 0.01
H -1.004 1.573 -3.513 -0.01 -0.01 0.00
H -0.067 2.263 -4.824 0.00 0.00 0.00
H 1.565 4.322 -3.148 0.00 -0.01 -0.01
H 1.968 3.342 -4.555 -0.01 0.00 0.00
H 2.971 3.250 -3.122 0.00 0.02 -0.01
H 0.888 0.060 -3.178 0.02 -0.01 -0.01
H 2.521 0.602 -2.775 0.06 0.03 0.03
H 1.891 0.829 -4.405 0.00 0.00 0.00
H 3.253 4.416 -1.432 0.01 -0.01 0.01
H 4.498 4.336 -0.188 0.00 0.00 0.00
H 2.835 4.723 0.256 0.01 0.00 0.00
H 3.972 1.999 -2.128 -0.01 -0.04 -0.02
H 3.911 0.702 -0.931 0.01 -0.01 0.00
H 5.134 1.964 -0.824 0.00 0.00 0.01
H 3.277 3.102 1.972 0.00 -0.01 0.01
H 4.697 2.286 1.352 0.00 0.01 0.00
H 3.222 1.370 1.648 0.01 -0.04 0.00
F -2.260 -5.429 -2.889 -0.02 -0.04 -0.03
C -1.427 -4.597 -2.313 0.03 0.00 0.05
C -0.207 -5.043 -1.833 -0.02 0.06 -0.02
F 0.133 -6.307 -1.953 0.00 -0.05 0.00
C 0.655 -4.143 -1.227 -0.06 0.06 0.00
F 1.814 -4.618 -0.783 0.15 0.00 -0.24
C 0.340 -2.796 -1.061 -0.03 -0.04 0.09
P 1.554 -1.712 -0.248 -0.04 0.07 -0.04
C 1.977 -2.367 1.383 0.04 -0.05 -0.04
C 1.662 -3.646 1.834 -0.17 -0.01 0.05
C 2.125 -4.076 3.068 0.08 -0.01 0.01
C 2.927 -3.252 3.847 0.00 -0.03 -0.02
C 3.248 -1.978 3.401 -0.05 0.05 0.02
C 2.765 -1.536 2.180 -0.04 0.02 0.06
C 3.037 -1.884 -1.270 -0.01 -0.02 0.01
C 4.300 -1.902 -0.679 0.04 -0.01 0.01
C 5.429 -2.044 -1.470 0.00 0.00 0.00
C 5.306 -2.176 -2.845 0.00 0.00 -0.01
C 4.048 -2.173 -3.435 0.01 0.00 -0.01
C 2.916 -2.028 -2.652 -0.01 -0.02 0.02
C -0.892 -2.375 -1.569 0.02 -0.01 -0.05
Br -1.475 -0.572 -1.548 -0.05 -0.09 -0.03
C -1.762 -3.256 -2.181 0.01 0.04 0.01
F -2.925 -2.839 -2.657 0.00 0.00 0.00
H 1.061 -4.320 1.242 0.02 0.09 0.15
H 1.874 -5.071 3.412 -0.01 0.01 0.01
H 3.301 -3.602 4.799 -0.01 0.00 0.00
H 3.864 -1.325 4.006 0.01 -0.01 -0.01
H 3.031 -0.544 1.835 -0.01 0.01 0.01
H 4.412 -1.828 0.394 0.02 -0.01 -0.04
H 6.406 -2.068 -1.007 0.00 0.00 0.00
H 6.189 -2.297 -3.458 0.00 0.00 0.00
H 3.948 -2.297 -4.505 0.00 0.00 0.00
H 1.942 -2.043 -3.124 -0.03 0.00 0.00
C -0.458 -1.460 4.116 -0.05 -0.05 0.03
Si -1.541 -1.279 2.628 0.06 0.03 -0.05
C -3.139 -0.422 3.004 0.00 -0.01 0.03
C -1.944 -2.857 1.732 -0.04 -0.02 0.06
O -0.576 -0.335 1.545 0.02 0.13 -0.13
H -0.962 -2.045 4.889 -0.01 0.00 -0.01
H -0.224 -0.482 4.546 0.00 -0.01 -0.01
H 0.476 -1.964 3.869 0.00 0.02 0.02
H -3.663 -1.066 3.718 0.01 0.01 0.02
H -3.785 -0.336 2.129 0.00 0.01 0.01
H -3.033 0.556 3.471 0.00 -0.01 -0.03
H -2.628 -3.430 2.365 0.02 -0.02 0.00
H -1.081 -3.488 1.528 0.06 -0.01 -0.02
H -2.475 -2.660 0.798 0.00 0.03 0.01
```
Positions in Å, forces in eV/Å.

Computed properties:
Highest occupied orbital energy (alpha / beta): -13.879 / -14.594 eV
Energy relative to the best compared isomer or geometry (same formula, charge and spin): 4.1 kcal/mol
Charge: +2
HOMO-LUMO gap (alpha / beta): 0.2796 / 0.2262 Ha
Total energy: -142764.331 eV
Expectation value of S²: 6.0325
2S+1: 5